(1)
{
  "formula": "C33H78AsF6N10O9",
  "method": "ωB97M-V with the def2-TZVPD basis set",
  "species": ["H", "H", "H", "H", "H", "H", "H", "H", "O", "C", "C", "N", "H", "F", "H", "H", "H", "H", "C", "H", "N", "N", "H", "C", "O", "H", "H", "H", "As", "H", "C", "N", "H", "H", "C", "C", "H", "H", "C", "H", "F", "H", "N", "O", "C", "H", "H", "H", "H", "C", "N", "O", "H", "H", "H", "H", "H", "C", "C", "H", "C", "C", "C", "H", "C", "N", "C", "H", "H", "H", "H", "H", "H", "C", "H", "H", "C", "H", "H", "H", "C", "H", "C", "O", "C", "H", "H", "H", "C", "N", "H", "F", "H", "C", "H", "H", "H", "H", "C", "H", "H", "O", "C", "H", "N", "H", "H", "H", "F", "C", "H", "F", "H", "H", "H", "H", "H", "H", "F", "H", "C", "H", "H", "C", "H", "C", "O", "H", "C", "H", "H", "O", "O", "C", "C", "H", "N"],
  "xyz": [[2.813, -3.372, 2.733], [-2.990, -4.968, 0.172], [2.925, -7.941, 2.614], [-3.662, 0.079, 3.019], [0.028, -1.291, -4.532], [-2.247, -8.047, 1.258], [-7.173, 0.044, -4.022], [3.891, -2.067, -0.123], [2.653, 3.305, -1.967], [-1.607, 5.650, 4.867], [0.444, -0.753, 4.308], [5.577, -2.687, -1.363], [1.505, 3.441, -0.154], [1.859, -0.884, 1.507], [5.915, -3.630, -1.233], [-5.375, -0.283, -1.979], [-2.642, -1.451, -4.108], [1.504, -8.229, 3.538], [-4.162, -1.965, -6.125], [1.369, -3.847, 3.230], [-4.718, -1.031, -3.838], [-0.656, 4.995, 4.287], [-2.153, -2.719, 0.602], [6.356, -1.649, -1.583], [3.627, -5.692, 1.694], [4.769, -0.162, -5.331], [1.205, -0.825, -5.714], [1.301, -0.437, 8.602], [1.004, -0.001, 0.195], [-2.149, 0.033, 1.945], [1.985, -3.962, 2.339], [0.517, -0.731, 6.697], [2.967, 6.343, 1.671], [8.048, -2.913, -2.429], [-5.685, -0.993, -2.745], [-0.978, 6.636, 5.860], [-1.351, 6.561, 6.882], [-7.777, -0.372, -2.429], [1.662, 6.153, -3.923], [-3.032, 4.096, 0.312], [2.533, 0.804, -0.287], [-0.156, 3.702, -2.757], [1.563, -6.354, 2.604], [5.973, -0.490, -1.562], [0.793, -0.544, -4.745], [-0.363, -0.242, 6.616], [1.357, 0.084, -2.818], [8.319, -1.147, -2.349], [-0.022, -1.524, 8.583], [0.644, 5.389, 0.219], [-2.187, -4.803, 0.762], [2.323, -1.317, 5.687], [-3.223, 0.176, -1.741], [1.377, 7.080, -3.424], [-3.166, -6.902, 0.251], [2.314, 5.522, 2.984], [8.177, -1.950, -0.884], [-3.588, 1.647, 1.674], [1.980, 3.935, -2.766], [1.025, -0.106, 3.650], [-7.091, -0.685, -3.216], [2.671, 4.259, 1.141], [-3.354, -1.189, -3.326], [-3.074, -1.906, -6.123], [-1.509, -3.535, 0.932], [2.303, 5.202, -2.999], [0.845, -1.221, 7.996], [-1.282, 7.647, 5.588], [-0.668, -3.500, 0.240], [-4.458, -1.219, -6.863], [-1.785, 0.080, -2.546], [0.805, 5.733, -4.449], [-4.511, 3.477, -0.372], [-3.221, 0.214, 2.031], [-2.835, 3.161, -1.172], [3.344, -0.175, -6.097], [-2.853, 0.091, -2.763], [-0.535, -0.279, 4.385], [3.095, 5.608, -2.522], [-3.685, -0.338, 1.214], [1.190, -0.960, 5.595], [-4.569, -3.051, -4.284], [2.477, -5.451, 2.153], [3.670, 0.712, -3.037], [1.848, -7.777, 2.608], [0.631, -6.086, 2.885], [-3.602, -7.085, 2.032], [0.370, -1.747, 3.867], [0.709, 3.354, -3.321], [-3.200, 1.993, 0.448], [0.356, 0.432, -4.960], [0.219, 0.874, -1.092], [0.110, 6.701, 5.835], [-2.830, -7.126, 1.263], [3.548, -3.361, -1.151], [-3.146, -1.994, -2.622], [-1.485, 4.309, 2.591], [-7.474, -1.609, -3.649], [4.093, -2.417, -1.135], [3.546, -1.606, -5.135], [-1.308, -3.371, 1.991], [3.468, 3.280, 0.993], [-1.957, -5.888, 1.546], [-5.809, -1.976, -2.291], [1.564, 4.318, 0.344], [0.295, 5.114, 4.605], [0.953, 6.338, 0.659], [-1.088, 2.961, 3.589], [1.346, -1.426, -0.906], [3.093, 0.059, -3.841], [4.078, 5.443, 2.351], [0.487, 1.284, 1.350], [1.340, -8.426, 1.894], [3.724, -1.817, -1.967], [0.732, 2.297, -3.055], [0.205, 3.831, 2.740], [2.429, 6.406, -4.655], [-4.259, -2.948, -6.585], [-0.564, -0.880, 0.505], [-3.173, 0.982, -3.303], [-3.444, 3.276, -0.275], [1.535, -3.473, 1.475], [0.642, 3.489, -4.401], [7.794, -1.993, -1.904], [-5.937, -2.198, -4.896], [3.761, -0.538, -5.157], [-4.275, 2.350, 2.440], [0.509, 5.647, -0.831], [3.008, 5.369, 2.157], [-0.296, 5.072, 0.670], [1.448, -2.126, 7.926], [-2.791, 5.524, 4.820], [-1.252, -5.842, 2.539], [-0.730, 3.946, 3.289], [-4.857, -2.118, -4.766], [-2.428, 1.410, 0.157], [1.852, -0.304, -3.609]],
  "multiplicity": 2,
  "lumo_energy_ev": [-0.4, -5.2],
  "homo_lumo_gap_ev": [8.301, 3.437],
  "total_charge": 0,
  "homo_energy_ev": [-8.675, -8.670]
}

=====

(2)
{
  "formula": "C23H34N4O3S",
  "method": "ωB97M-V with the def2-TZVPD basis set",
  "species": ["H", "H", "C", "C", "N", "H", "C", "H", "C", "O", "H", "H", "C", "O", "C", "H", "H", "H", "H", "H", "C", "C", "H", "C", "H", "N", "C", "H", "C", "C", "H", "H", "H", "H", "C", "C", "H", "O", "N", "C", "C", "C", "C", "C", "C", "H", "C", "S", "H", "H", "N", "H", "H", "H", "H", "H", "H", "H", "H", "H", "H", "H", "H", "C", "C"],
  "xyz": [[1.579, -6.067, -1.390], [-0.461, -3.948, 1.317], [-5.123, 1.453, 4.052], [2.655, 3.367, -1.679], [0.111, -2.896, -1.357], [4.792, 3.033, -3.903], [-2.194, -1.356, 1.345], [-1.972, -3.360, -3.438], [-0.848, -3.190, -3.772], [2.812, 2.076, -3.717], [-2.852, 1.604, 5.711], [-5.210, 1.448, 5.238], [-1.066, -3.194, -0.680], [3.412, 4.340, -2.195], [3.271, 4.538, -3.645], [0.962, -2.368, -3.058], [-1.821, -2.689, -1.020], [-1.394, 0.106, 2.716], [1.386, -4.046, -0.144], [2.103, 4.671, -3.847], [2.529, 2.039, -2.517], [0.828, -0.283, 1.292], [-2.875, 1.757, 2.143], [0.950, -3.772, -1.192], [-5.635, 0.803, 3.654], [1.253, 2.004, 1.381], [1.563, 0.804, -0.734], [-2.195, -3.693, 1.187], [-1.284, -3.248, 0.639], [1.785, 1.827, 0.095], [2.024, -3.446, -1.487], [-1.488, 1.209, 4.577], [-1.036, -2.612, -4.680], [0.943, -5.277, -2.902], [3.809, 3.301, -4.117], [-3.392, 0.993, 2.476], [0.867, -1.211, -0.690], [0.494, 0.915, 3.230], [-1.178, -1.945, 1.390], [1.924, 1.017, -2.071], [2.321, 3.265, -0.368], [-0.121, -2.345, -2.767], [1.029, 0.772, 2.233], [-2.723, 1.513, 4.692], [1.083, -0.291, 0.033], [2.478, 4.062, 0.397], [-3.617, 0.725, 3.915], [-3.714, -1.541, 0.893], [-5.082, 2.513, 3.879], [-0.460, -4.357, -3.646], [-2.157, -0.044, 1.966], [1.654, 2.703, 1.964], [2.016, 0.058, -2.706], [0.786, -2.401, 1.710], [3.720, 5.272, -3.980], [-2.462, 2.594, 4.413], [-0.178, -5.905, -1.571], [-0.592, -1.430, -2.654], [-4.298, 0.379, 1.614], [-3.576, -0.330, 4.247], [3.784, 3.232, -5.135], [-0.151, -1.474, 3.003], [-1.707, -4.228, -1.213], [0.939, -5.393, -1.774], [0.094, -1.693, 1.818]],
  "lumo_energy_ev": 0.4,
  "homo_lumo_gap_ev": 7.579,
  "relative_energy_kcal_mol": 486.7,
  "total_charge": 0,
  "homo_energy_ev": -7.163
}

=====

(3)
{
  "formula": "C6H11N3",
  "method": "ωB97M-V with the def2-TZVPD basis set",
  "species": ["H", "N", "H", "H", "C", "N", "H", "C", "N", "H", "H", "C", "H", "H", "H", "H", "C", "H", "C", "C"],
  "xyz": [[0.406, 0.091, -2.707], [2.417, 1.078, -0.903], [-0.595, -0.830, 2.587], [-1.902, 0.922, 1.877], [-2.875, 0.830, 0.063], [2.450, -1.064, -0.174], [-2.921, 0.546, -0.978], [0.145, 0.000, -0.606], [-0.501, -0.016, 0.616], [2.034, -1.952, -0.424], [3.427, -0.980, -0.434], [-0.287, 0.048, -1.872], [-1.325, -0.087, -2.132], [0.940, -0.045, 2.173], [0.517, -1.656, 1.513], [1.774, 1.838, -1.152], [0.130, -0.667, 1.781], [-3.760, 1.304, 0.479], [-1.813, 0.606, 0.837], [1.739, 0.037, -0.545]],
  "lumo_energy_ev": 0.9,
  "homo_lumo_gap_ev": 8.983,
  "smiles": "[H]/N=C(/N)C(=C)N(C)C=C",
  "relative_energy_kcal_mol": 47.4,
  "total_charge": 0,
  "homo_energy_ev": -8.071
}

=====

(4)
{
  "formula": "C6H6N2O3",
  "method": "ωB97M-V with the def2-TZVPD basis set",
  "species": ["C", "O", "C", "N", "N", "H", "O", "C", "C", "H", "H", "H", "C", "H", "H", "C", "O"],
  "xyz": [[-1.651, -1.819, -0.352], [-1.075, 0.734, -1.048], [1.068, 0.623, -0.499], [0.764, 1.932, -0.796], [3.158, -0.855, -0.125], [-2.279, -1.422, -1.151], [-0.299, -1.407, -0.502], [-0.095, -0.101, -0.653], [-0.478, 1.944, -1.115], [-1.631, -2.905, -0.393], [-2.032, -1.485, 0.617], [-1.066, 2.782, -1.423], [2.365, 0.274, 0.094], [2.426, 2.048, 1.238], [3.835, 0.864, 1.478], [2.891, 1.101, 1.018], [3.298, -1.372, -1.221]],
  "lumo_energy_ev": [-0.4, -0.4],
  "homo_lumo_gap_ev": [8.195, 8.193],
  "smiles": "C=C(N=O)c1ncoc1OC",
  "relative_energy_kcal_mol": 76.8,
  "total_charge": 0,
  "homo_energy_ev": [-8.580, -8.580]
}

=====

| no. | E (Ha) |
| --- | --- |
| 1 | -5363.8427 |
| 2 | -1739.0397 |
| 3 | -399.4197 |
| 4 | -567.3209 |